(1)
Formula: CH6N2O
Source: the OMol25 dataset
Level of theory: ωB97M-V/def2-TZVPD

Structure (ORCA input):
```
! RIJCOSX wB97M-V def2-TZVPD def2/J DEFGRID3
* xyz 0 1
C -0.566 -0.133 -0.732
N 1.083 -0.545 0.902
N -1.088 1.049 -0.120
O 0.814 -0.392 -0.501
H 2.022 -0.166 1.024
H 1.132 -1.550 1.079
H -1.128 0.933 0.887
H -0.484 1.839 -0.317
H -0.617 -0.044 -1.820
H -1.168 -0.990 -0.401
*
```

Calculated values
HOMO-LUMO gap: 10.566 eV
HOMO level: -9.450 eV



(2)
Formula: CH6N2O3
Source: the OMol25 dataset
Level of theory: ωB97M-V/def2-TZVPD

Structure (ORCA input):
```
! RIJCOSX wB97M-V def2-TZVPD def2/J DEFGRID3
* xyz 0 1
C -0.522 -0.085 -0.249
N 1.244 -0.346 0.139
N -1.337 -0.608 0.732
O -0.684 1.245 -0.435
O -0.296 -0.821 -1.363
O 1.752 1.027 0.220
H 0.238 1.548 -0.605
H -1.364 -0.764 -1.496
H 2.473 1.015 -0.433
H 1.159 -0.604 1.122
H -1.262 -1.609 0.834
H -1.402 0.002 1.534
*
```

Calculated values
HOMO-LUMO gap: 9.703 eV
HOMO level: -8.984 eV



(3)
Formula: CH6N2S2
Source: the OMol25 dataset
Level of theory: ωB97M-V/def2-TZVPD

Structure (ORCA input):
```
! RIJCOSX wB97M-V def2-TZVPD def2/J DEFGRID3
* xyz 0 1
S -1.913 -0.046 0.532
S -1.129 -1.302 -0.847
H -1.849 -0.830 1.584
H -1.452 -0.406 -1.891
N 1.522 1.926 0.006
C 2.562 0.943 0.013
N 2.505 -0.093 0.821
H 1.188 2.129 -1.001
H 0.691 1.879 0.667
H 3.544 1.188 -0.513
H 2.986 -0.869 0.332
*
```

Calculated values
HOMO-LUMO gap: 8.807 eV
HOMO level: -8.406 eV



(4)
Formula: CH6N2Si
Source: the OMol25 dataset
Level of theory: ωB97M-V/def2-TZVPD

Structure (ORCA input):
```
! RIJCOSX wB97M-V def2-TZVPD def2/J DEFGRID3
* xyz 0 1
C -1.208 0.564 -0.069
N 2.470 0.348 0.285
N 1.429 -0.065 -0.240
Si -0.044 -0.924 -0.054
H -1.960 0.508 -0.756
H -1.749 0.844 0.757
H -0.699 1.585 -0.377
H 2.678 1.211 -0.234
H -0.591 -2.167 1.965
H -0.325 -1.905 -1.278
*
```

Calculated values
HOMO-LUMO gap (alpha / beta): 7.975 / 7.976 eV
HOMO level (alpha / beta): -8.331 / -8.331 eV



(5)
Formula: CH6N3
Source: the OMol25 dataset
Level of theory: ωB97M-V/def2-TZVPD

Structure (ORCA input):
```
! RIJCOSX wB97M-V def2-TZVPD def2/J DEFGRID3
* xyz 1 1
C -0.231 0.073 -0.801
N 0.360 -0.081 0.387
N 0.495 0.751 -1.604
N -0.383 -0.631 1.532
H -1.201 -1.125 0.675
H 1.130 0.560 0.487
H 1.467 0.939 -1.228
H 0.252 1.083 -2.618
H -0.668 0.156 2.105
H -0.071 -1.493 2.107
*
```

Calculated values
HOMO-LUMO gap: 9.906 eV
HOMO level: -13.990 eV



(6)
Formula: CH6N3O
Source: the OMol25 dataset
Level of theory: ωB97M-V/def2-TZVPD

Structure (ORCA input):
```
! RIJCOSX wB97M-V def2-TZVPD def2/J DEFGRID3
* xyz -1 1
C 1.524 -0.222 -0.110
N -1.650 0.761 0.148
N -0.719 0.160 0.943
N 0.083 -0.916 0.042
O -0.516 -0.898 -1.164
H 2.171 -0.377 0.815
H 1.833 -0.788 -1.059
H 1.358 0.781 -0.243
H -1.418 1.763 -0.218
H -1.504 0.134 -0.806
H -1.161 -0.398 1.653
*
```

Calculated values
HOMO-LUMO gap: 6.988 eV
HOMO level: -2.077 eV



(7)
Formula: CH6N3O
Source: the OMol25 dataset
Level of theory: ωB97M-V/def2-TZVPD

Structure (ORCA input):
```
! RIJCOSX wB97M-V def2-TZVPD def2/J DEFGRID3
* xyz 1 1
C 0.214 0.133 0.036
N 1.358 -0.048 0.781
N -0.649 1.164 -0.256
N -0.613 -1.129 -0.163
O 1.399 0.025 -0.659
H 1.778 0.786 1.379
H -1.015 1.771 0.479
H -0.328 1.752 -1.072
H 0.029 -2.131 0.290
H -0.573 -1.237 -1.165
H -1.601 -1.085 0.350
*
```

Calculated values
HOMO-LUMO gap: 10.951 eV
HOMO level: -15.057 eV



(8)
Formula: CH6N3OP
Source: the OMol25 dataset
Level of theory: ωB97M-V/def2-TZVPD

Structure (ORCA input):
```
! RIJCOSX wB97M-V def2-TZVPD def2/J DEFGRID3
* xyz 0 1
C -1.517 0.764 -1.053
N 1.639 0.635 -0.617
N -0.920 0.655 0.058
N 0.580 -0.917 1.538
O 0.196 -1.472 -1.017
P 0.627 -0.440 -0.109
H -1.910 1.785 -1.298
H -1.807 -0.264 -1.544
H 2.385 0.870 -0.008
H -0.582 1.310 0.721
H 1.469 -1.308 1.760
H -0.159 -1.616 1.569
*
```

Calculated values
HOMO-LUMO gap (alpha / beta): 8.378 / 8.377 eV
HOMO level (alpha / beta): -8.873 / -8.872 eV



(9)
Formula: CH6N3OS
Source: the OMol25 dataset
Level of theory: ωB97M-V/def2-TZVPD

Structure (ORCA input):
```
! RIJCOSX wB97M-V def2-TZVPD def2/J DEFGRID3
* xyz 1 1
C -0.137 1.031 0.992
N 2.229 0.100 -0.616
N -2.937 -0.749 -0.016
N -0.568 0.200 0.197
O 0.607 1.831 1.410
S -1.391 -1.268 0.050
H 2.621 1.064 -0.349
H 2.822 -0.662 -0.140
H -3.565 -1.258 -0.622
H -3.362 -0.592 0.977
H 1.262 0.120 -0.286
H 2.419 0.181 -1.599
*
```

Calculated values
HOMO-LUMO gap: 8.213 eV
HOMO level: -12.345 eV



(10)
Formula: CH6N4
Source: the OMol25 dataset
Level of theory: ωB97M-V/def2-TZVPD

Structure (ORCA input):
```
! RIJCOSX wB97M-V def2-TZVPD def2/J DEFGRID3
* xyz 0 1
C 0.546 0.197 0.065
H -1.794 0.486 1.106
H -2.112 0.281 -0.676
H -0.425 -1.631 -0.432
H 1.898 -1.365 0.413
H 2.644 0.153 -0.220
H -0.667 1.544 -0.542
N -1.828 -0.153 0.211
N -0.511 -0.605 -0.122
N 1.826 -0.391 0.142
N 0.423 1.483 0.054
*
```

Calculated values
HOMO-LUMO gap: 9.447 eV
HOMO level: -8.593 eV



(11)
Formula: CH6N4S
Source: the OMol25 dataset
Level of theory: ωB97M-V/def2-TZVPD

Structure (ORCA input):
```
! RIJCOSX wB97M-V def2-TZVPD def2/J DEFGRID3
* xyz 0 1
C -1.479 1.119 -0.617
N 0.571 1.496 -1.526
N 0.864 -0.751 1.114
N -2.395 0.349 -0.326
N -0.396 0.673 -1.536
S -0.713 -0.675 -2.377
H -1.151 1.960 -0.042
H 1.172 1.285 -2.259
H 0.641 0.213 1.227
H 1.851 -0.843 0.823
H 0.928 -1.256 2.009
H -2.374 -0.555 -0.720
*
```

Calculated values
HOMO-LUMO gap (alpha / beta): 8.252 / 8.253 eV
HOMO level (alpha / beta): -9.214 / -9.214 eV



(12)
Formula: CH6N4S2
Source: the OMol25 dataset
Level of theory: ωB97M-V/def2-TZVPD

Structure (ORCA input):
```
! RIJCOSX wB97M-V def2-TZVPD def2/J DEFGRID3
* xyz 0 1
C 0.484 -0.547 0.042
H 3.339 -1.521 -0.601
H 3.387 -0.392 0.612
H 1.496 0.869 -0.757
H -0.991 2.576 -0.838
H -0.412 -1.795 1.039
H -2.811 0.012 0.134
N 2.801 -0.503 -0.267
N 1.649 -1.060 0.267
N 0.433 0.629 -0.740
N -0.702 -0.860 0.877
S -0.224 1.974 0.275
S -2.038 -0.968 -0.325
*
```

Calculated values
HOMO-LUMO gap: 9.650 eV
HOMO level: -9.023 eV



Calculated total energy in order - -6160.252 -10253.798 -25783.244 -11987.045 -5593.756 -7648.096 -7641.381 -16940.346 -18479.259 -7092.476 -17927.099 -28761.409 eV
Calculated ΔE to the lowest compared entry with this formula, charge and spin in order - 51.74 53.42 38.39 107.12 119.65 33.10 73.91 42.93 24.93 36.48 39.27 50.66 kcal/mol